Entry from OMol25: a cluster of 4 separate species, C31H61N2O15P3 in total (ωB97M-V/def2-TZVPD).

Geometry as XYZ:
```
112
Properties=species:S:1:pos:R:3
C 1.941 0.518 -0.402
O 2.754 1.551 -0.913
C 2.030 2.393 -1.792
C 1.100 3.360 -1.032
C -0.271 3.597 -1.712
C -1.432 3.239 -0.756
C -2.715 2.791 -1.416
C -3.960 3.353 -1.084
N -4.037 4.366 -0.102
C -5.130 2.889 -1.694
C -5.133 1.896 -2.652
C -3.915 1.346 -2.987
C -2.746 1.785 -2.362
C -1.651 0.920 -2.938
O -0.637 0.576 -2.406
N -2.135 0.491 -4.227
C -3.551 0.278 -3.966
O -4.204 -0.618 -4.417
H 1.817 -0.299 -1.119
H 2.452 0.093 0.465
H 0.967 0.868 -0.049
H 2.788 2.994 -2.298
H 1.515 1.822 -2.570
H 1.621 4.316 -0.979
H 0.972 3.014 -0.007
H -0.332 3.101 -2.678
H -0.335 4.669 -1.906
H -1.671 4.152 -0.213
H -1.126 2.509 -0.005
H -5.005 4.527 0.137
H -3.610 5.230 -0.406
H -6.079 3.325 -1.402
H -6.039 1.537 -3.120
H -1.968 1.140 -4.985
O 2.159 -2.834 2.609
P 1.311 -3.916 3.138
O 1.551 -5.253 2.269
C 2.828 -5.565 1.709
C 3.606 -6.522 2.589
O -0.193 -3.528 2.701
C -0.510 -2.217 2.233
C -0.555 -2.187 0.721
O 0.770 -4.579 4.490
C 1.677 -5.192 5.419
C 2.831 -4.289 5.803
H 3.409 -4.660 1.525
H 2.636 -6.029 0.742
H 3.875 -6.051 3.538
H 4.527 -6.833 2.095
H 3.013 -7.410 2.814
H 0.196 -1.482 2.618
H -1.491 -1.968 2.641
H 0.375 -2.557 0.288
H -0.726 -1.170 0.360
H -1.357 -2.827 0.350
H 2.030 -6.142 5.011
H 1.088 -5.430 6.304
H 3.448 -4.040 4.934
H 3.467 -4.775 6.542
H 2.461 -3.352 6.220
O -1.531 -6.563 -3.376
P -2.852 -6.433 -4.013
O -3.956 -6.106 -2.882
C -3.635 -5.313 -1.737
C -4.037 -3.863 -1.929
O -3.265 -7.937 -4.434
C -2.304 -8.992 -4.451
C -2.395 -9.820 -3.186
O -3.608 -5.846 -5.292
C -3.652 -4.425 -5.517
C -2.288 -3.775 -5.454
H -2.574 -5.384 -1.492
H -4.190 -5.740 -0.900
H -3.441 -3.391 -2.714
H -3.885 -3.300 -1.007
H -5.086 -3.785 -2.217
H -1.297 -8.601 -4.592
H -2.537 -9.611 -5.319
H -2.294 -9.192 -2.301
H -1.615 -10.583 -3.165
H -3.366 -10.313 -3.126
H -4.343 -3.964 -4.808
H -4.082 -4.288 -6.508
H -1.841 -3.889 -4.461
H -2.366 -2.709 -5.670
H -1.605 -4.231 -6.172
O 4.464 6.743 3.670
P 3.447 6.990 2.630
O 2.076 7.352 3.431
C 2.094 8.068 4.664
C 1.844 9.550 4.460
O 3.099 5.543 2.021
C 3.985 4.432 2.213
C 3.493 3.559 3.347
O 3.028 7.693 1.247
C 3.094 9.118 1.100
C 4.439 9.692 1.496
H 3.032 7.912 5.197
H 1.297 7.645 5.279
H 2.667 10.013 3.911
H 1.752 10.057 5.421
H 0.928 9.713 3.890
H 5.006 4.769 2.387
H 3.986 3.860 1.284
H 3.357 4.142 4.259
H 4.197 2.751 3.548
H 2.525 3.122 3.094
H 2.281 9.581 1.663
H 2.904 9.324 0.047
H 4.653 9.509 2.554
H 4.462 10.768 1.326
H 5.238 9.228 0.915
```

Calculated values
Gap between HOMO and LUMO ... 9.0 eV
SMILES ... COCCCCc1c(N)ccc2c1C(=O)NC2=O.CCOP(=O)(OCC)OCC.CCOP(=O)(OCC)OCC.CCOP(=O)(OCC)OCC
E_tot ... -94700.88674 eV
Multiplicity ... 1

=====

Entry from OMol25: a cluster of 2 separate species, C31H61N4O2S in total (ωB97M-V/def2-TZVPD).

Geometry as XYZ:
```
99
Properties=species:S:1:pos:R:3
C -4.857 8.063 -8.791
C -5.758 6.801 -8.227
C -5.824 6.702 -6.584
C -7.222 5.903 -6.206
C -6.890 4.618 -5.191
C -7.377 3.205 -5.867
C -6.221 2.042 -5.951
C -5.415 1.777 -4.544
C -6.203 0.645 -3.602
C -5.103 0.142 -2.490
C -5.514 -1.275 -1.731
C -4.649 -1.316 -0.323
C -3.519 -2.542 -0.301
C -2.680 -2.548 1.120
C -1.475 -3.678 1.178
C -0.339 -3.341 2.351
C 0.708 -4.576 2.623
C 2.201 -4.066 3.177
N 3.113 -5.307 3.213
C 4.297 -5.067 4.161
N 4.109 -5.620 5.582
N 5.465 -4.439 3.803
C 6.657 -4.197 4.741
C 7.227 -2.682 4.485
C 8.870 -2.557 4.469
N 9.523 -2.732 5.823
C 10.573 -3.822 5.836
C 12.109 -3.306 5.584
C 12.625 -1.747 5.563
C 14.227 -1.393 5.242
C 15.370 -2.559 4.952
C 14.850 -4.119 5.007
C 13.253 -4.480 5.323
O 12.927 -5.945 5.357
H -5.271 9.072 -8.365
H -4.986 8.057 -9.971
H -3.711 7.943 -8.537
H -6.837 6.931 -8.718
H -5.268 5.786 -8.607
H -4.902 6.031 -6.236
H -5.843 7.737 -6.035
H -8.048 6.622 -5.733
H -7.695 5.539 -7.237
H -7.570 4.816 -4.231
H -5.783 4.635 -4.812
H -8.345 2.863 -5.259
H -7.762 3.374 -6.985
H -5.510 2.245 -6.881
H -6.777 1.020 -6.208
H -5.152 2.741 -3.935
H -4.379 1.268 -4.820
H -7.082 1.244 -3.077
H -6.638 -0.248 -4.263
H -5.010 0.972 -1.670
H -4.085 -0.021 -3.044
H -5.221 -2.236 -2.366
H -6.683 -1.358 -1.529
H -5.379 -1.356 0.611
H -4.028 -0.318 -0.200
H -4.053 -3.570 -0.471
H -2.825 -2.350 -1.246
H -3.423 -2.674 2.040
H -2.161 -1.493 1.200
H -2.000 -4.697 1.487
H -0.960 -3.861 0.140
H 0.171 -2.304 2.129
H -0.962 -3.207 3.360
H 0.854 -5.303 1.705
H 0.247 -5.210 3.523
H 2.558 -3.264 2.386
H 2.137 -3.570 4.236
H 2.499 -6.029 3.694
H 3.648 -6.566 5.525
H 3.440 -5.020 6.113
H 5.527 -4.094 2.798
H 7.448 -5.043 4.561
H 6.345 -4.247 5.890
H 6.743 -1.912 5.235
H 6.844 -2.361 3.401
H 9.292 -3.245 3.620
H 9.107 -1.439 4.124
H 9.901 -1.808 6.172
H 10.324 -4.608 4.974
H 10.492 -4.455 6.845
H 11.857 -0.859 5.779
H 14.633 -0.272 5.194
H 16.508 -2.333 4.716
H 15.632 -4.998 4.816
H 13.719 -6.331 5.875
C -9.503 6.721 -0.274
S -9.048 6.654 -2.023
O -9.139 5.222 -2.459
C -7.298 7.037 -1.773
H -10.563 6.474 -0.180
H -8.911 5.999 0.294
H -9.332 7.730 0.110
H -6.844 6.294 -1.111
H -7.200 8.035 -1.339
H -6.794 7.013 -2.742
```

Calculated values
Gap between HOMO and LUMO ... 5.8 eV
Net charge ... +1
E_tot ... -54000.49269 eV
Multiplicity ... 1